Here is a cluster of 10 separate species, C52H90F12N12O8 in total at a distorted geometry from OMol25. Energies are from wB97M-V/def2-TZVPD.

Kohn-Sham gap = 6.47 eV
Charge = +2
Energy relative to the best compared isomer or geometry (same formula, charge and spin) = 0.0 kcal per mole
Molecular weight = 1239.34 g/mol
E_HOMO = -10.3 eV

Element x y z (Å)
C 12.62033 -20.55229 14.34593
C 12.79743 -21.81797 13.52116
N 14.09279 -22.43120 13.86607
C 14.44067 -22.72902 15.16178
C 15.75106 -23.10119 15.06752
N 16.17091 -23.00138 13.75802
C 15.12503 -22.64513 13.04576
C 17.44175 -23.47536 13.24681
H 12.55347 -20.86091 15.41797
H 11.65483 -20.10428 14.07429
H 13.42630 -19.82451 14.20355
H 12.82780 -21.56737 12.47769
H 11.95503 -22.51051 13.63483
H 13.75744 -22.67298 15.96535
H 16.40862 -23.41640 15.85268
H 15.13254 -22.46676 11.99067
H 17.52297 -23.04514 12.24761
H 17.51251 -24.53481 13.12420
H 18.22239 -23.01025 13.82814
C 14.40157 -19.81338 18.26343
C 15.54356 -19.02036 17.72126
N 15.18059 -18.24793 16.52569
C 15.36475 -18.48766 15.21111
C 14.74321 -17.47145 14.58515
N 14.18493 -16.65729 15.49250
C 14.38237 -17.21524 16.67433
C 13.36995 -15.44098 15.28930
H 13.95277 -20.41021 17.48341
H 13.72476 -19.16298 18.80330
H 14.72784 -20.45895 19.09044
H 16.42467 -19.62483 17.41881
H 15.94011 -18.32493 18.49177
H 15.96453 -19.24263 14.78184
H 14.49022 -17.20647 13.56764
H 13.82995 -16.95940 17.54871
H 13.99480 -14.55729 15.51735
H 12.58896 -15.54994 16.05695
H 12.95291 -15.46097 14.29293
C 7.60779 -24.06357 12.95942
C 8.55896 -23.31448 13.89391
N 8.38062 -21.83020 13.78848
C 9.05051 -21.00676 12.92342
C 8.61512 -19.75224 13.20303
N 7.70724 -19.82114 14.21590
C 7.62725 -21.09527 14.61172
C 7.02468 -18.64760 14.81294
H 6.54712 -23.93200 13.24025
H 7.79602 -25.13412 13.14082
H 7.73212 -23.74238 11.94437
H 9.62777 -23.39904 13.70890
H 8.40473 -23.67003 14.91864
H 9.82832 -21.41475 12.32227
H 8.84272 -18.90930 12.59197
H 7.02522 -21.50032 15.42190
H 6.05231 -18.62093 14.35697
H 7.68361 -17.78836 14.67377
H 6.81972 -18.78555 15.88087
C 4.76962 -14.11869 16.88673
C 5.93326 -14.07931 17.85587
N 5.91502 -15.22148 18.76186
C 5.65814 -16.54301 18.39698
C 5.63740 -17.29200 19.52858
N 5.82022 -16.42989 20.57246
C 5.91026 -15.15809 20.05864
C 5.87079 -16.82935 21.99229
H 3.80028 -14.03155 17.40594
H 4.62186 -15.02708 16.31937
H 4.87996 -13.30098 16.20778
H 5.87236 -13.20674 18.48953
H 6.87350 -14.05807 17.31207
H 5.34587 -16.63409 17.35347
H 5.37304 -18.32658 19.66325
H 6.00981 -14.20358 20.58218
H 5.23710 -17.69678 21.93336
H 5.41353 -16.07083 22.64941
H 6.91567 -16.88871 22.26842
C 9.43913 -12.63325 14.83671
C 10.84736 -13.10512 15.14468
N 11.39578 -12.45795 16.39475
C 11.50787 -11.07472 16.67479
C 11.97896 -10.98030 17.89513
N 12.15008 -12.29298 18.41172
C 11.76209 -13.13531 17.50372
C 12.67697 -12.51405 19.74678
H 8.69035 -13.04225 15.53307
H 9.19963 -12.97434 13.84551
H 9.33552 -11.52969 14.80737
H 11.53272 -12.93180 14.34479
H 10.77211 -14.16406 15.26849
H 11.32066 -10.23238 16.03143
H 12.26529 -10.11670 18.44169
H 11.74113 -14.20586 17.78701
H 11.87489 -12.51400 20.47338
H 13.44439 -11.77931 20.01016
H 13.16107 -13.47882 19.66579
C 12.62393 -16.52197 23.05960
C 12.73111 -15.26499 22.18271
N 12.13106 -14.00491 22.81332
C 12.82916 -13.10406 23.59153
C 11.91518 -12.14564 23.95656
N 10.69741 -12.58201 23.49201
C 10.82944 -13.75238 22.89329
C 9.43582 -11.86760 23.70859
H 13.39832 -17.16772 22.66670
H 11.60414 -16.88275 22.98722
H 12.86507 -16.38105 24.11226
H 12.27346 -15.29096 21.19089
H 13.78314 -15.04981 22.00213
H 13.87715 -13.10309 23.82689
H 11.99222 -11.22075 24.52795
H 10.00173 -14.30266 22.46462
H 9.16524 -11.31915 22.79736
H 9.55559 -11.25195 24.58348
H 8.64223 -12.60812 23.86990
C 10.57580 -17.12712 12.84359
O 10.71872 -18.21257 11.90912
O 11.74857 -16.57611 13.23586
C 9.66748 -16.00827 12.14140
F 10.15303 -15.74928 10.89474
F 8.37461 -16.38128 11.98152
F 9.62398 -14.86684 12.86875
C 11.74464 -17.99994 10.90885
C 12.42421 -19.40957 10.86910
H 12.77196 -19.65601 9.85937
H 13.26581 -19.48972 11.55343
H 11.66108 -20.14448 11.12644
H 12.49645 -17.26469 11.22235
H 11.31667 -17.51462 10.03775
H 9.72176 -17.50009 13.53951
C 11.66450 -21.70455 17.79919
O 11.53228 -22.36244 19.05710
O 12.66331 -22.10939 17.02760
C 10.31727 -22.28724 17.12249
F 10.23329 -21.90730 15.68752
F 10.38401 -23.63382 17.11928
F 9.18440 -21.88036 17.56977
C 11.10112 -21.52181 20.10097
C 11.02506 -22.38188 21.29242
H 11.90601 -22.97260 21.52423
H 10.90827 -21.77601 22.16312
H 10.26162 -23.14568 21.22739
H 10.12182 -21.15104 19.81199
H 11.83994 -20.70910 20.12509
H 11.48334 -20.64444 18.09670
C 11.54431 -16.53837 18.79979
O 11.28327 -16.86817 17.43812
O 12.37617 -15.48862 18.95557
C 10.13606 -16.25660 19.43992
F 9.60386 -15.16086 18.74041
F 9.28046 -17.27994 19.41386
F 10.22227 -15.81832 20.70332
C 11.36066 -18.28829 17.21845
C 10.35994 -18.59942 16.18795
H 10.46834 -19.64909 15.97828
H 9.36258 -18.31980 16.52846
H 10.50701 -18.07398 15.24962
H 11.07183 -18.79320 18.13254
H 12.37739 -18.49513 16.92289
H 11.92756 -17.47359 19.38107
C 7.23609 -11.30907 17.63843
O 7.29579 -11.60300 19.10065
O 6.09474 -11.72563 17.18172
C 7.35831 -9.81316 17.51129
F 7.07545 -9.37303 16.26097
F 6.58643 -9.13743 18.32465
F 8.72167 -9.46833 17.65467
C 8.63575 -11.66037 19.54383
C 8.81335 -12.68471 20.62783
H 8.70588 -13.69544 20.26916
H 9.84691 -12.67995 20.92126
H 8.14712 -12.40629 21.44444
H 8.97398 -10.70008 19.95820
H 9.34523 -11.90299 18.73475
H 8.16482 -11.80523 17.19080

Here is the molecule C21H30Cl2N2O5 from OMol25. Energies are from wB97M-V/def2-TZVPD.

Kohn-Sham gap = 9.58 eV
Charge = 0
SMILES string = CCCCCN(CCCOC)C(=O)[C@@H](CCC(=O)O)NC(=O)c1ccc(Cl)c(Cl)c1
Energy relative to the best compared isomer or geometry (same formula, charge and spin) = 0.7 kcal per mole
Molecular weight = 461.39 g/mol
E_HOMO = -9.6 eV

Element x y z (Å)
C 2.46312 1.23632 3.32271
C 3.70008 0.49253 2.83024
C 3.73528 0.34324 1.30940
C 2.64608 -0.58760 0.77836
C 2.65709 -0.60248 -0.75294
N 1.53493 -1.31292 -1.34404
C 1.69793 -2.74213 -1.59928
C 0.60639 -3.61487 -0.97548
C 0.45806 -3.40702 0.53488
O -0.58233 -4.16814 1.10222
C -1.87116 -3.65385 0.87695
C 0.37746 -0.73582 -1.69325
O -0.52174 -1.32248 -2.27851
C 0.15123 0.73573 -1.30131
C 0.65890 1.67754 -2.40831
C 0.77430 3.12454 -1.91234
C 1.77848 3.17396 -0.76543
O 2.96674 3.15459 -0.95605
O 1.27701 3.17582 0.46114
N -1.28078 0.85677 -1.13133
C -1.89985 1.63806 -0.24055
O -1.32290 2.49610 0.42264
C -3.36859 1.41790 -0.10976
C -4.17027 2.49047 0.27017
C -5.53151 2.32456 0.43018
C -6.10672 1.07708 0.23146
Cl -7.80009 0.87004 0.43788
C -5.30481 -0.00677 -0.12516
Cl -5.99802 -1.56816 -0.34450
C -3.94166 0.16439 -0.29932
H 2.33502 2.16274 2.76808
H 1.56481 0.63543 3.20248
H 2.56333 1.47607 4.37857
H 4.58828 1.04814 3.13707
H 3.74857 -0.49405 3.29796
H 3.62119 1.32965 0.85598
H 4.71032 -0.04722 1.00892
H 1.67331 -0.24354 1.13109
H 2.79942 -1.59749 1.16317
H 2.67966 0.42532 -1.11534
H 3.57459 -1.08132 -1.10443
H 1.68936 -2.90779 -2.68219
H 2.67128 -3.03462 -1.20516
H -0.34035 -3.39375 -1.46614
H 0.85205 -4.66014 -1.16788
H 0.29581 -2.34021 0.75039
H 1.36601 -3.73627 1.04913
H -2.55587 -4.29343 1.43009
H -2.14500 -3.66876 -0.18320
H -1.95472 -2.62433 1.25041
H 0.63276 0.96106 -0.34857
H 1.63797 1.34680 -2.75918
H -0.03321 1.62482 -3.25094
H -0.19781 3.49984 -1.59286
H 1.15210 3.74778 -2.72339
H 0.29114 3.05207 0.49226
H -1.79175 0.17590 -1.68566
H -3.71026 3.45181 0.43807
H -6.15731 3.15516 0.71489
H -3.34336 -0.69711 -0.55429

Here is a structure of composition C22H20BF3O3S at a distorted geometry from OMol25. Energies are from wB97M-V/def2-TZVPD.

Kohn-Sham gap = 7.22 eV
Charge = 0
Molecular weight = 432.27 g/mol
E_HOMO = -8.3 eV

Element x y z (Å)
C -0.21750 -5.25674 -1.05075
O 1.02741 -4.59876 -1.30520
C 1.25238 -3.33647 -0.95095
C 2.58885 -2.98616 -0.78088
B 3.89477 -4.04449 -0.95109
F 3.77926 -5.00989 0.05904
F 3.84353 -4.60414 -2.22968
F 5.00000 -3.19172 -0.76782
S 2.62529 -1.27901 -0.38097
C 0.88869 -1.08199 -0.30481
C 0.28262 -2.27704 -0.68769
H -0.01059 -6.33180 -1.12501
H -0.62309 -5.04378 -0.04947
H -0.96511 -4.99551 -1.81625
H 0.54399 -0.52756 0.66977
H -0.78228 -2.43173 -0.69884
C -6.03204 -0.42348 -0.82615
C -4.87170 -0.17768 -1.79693
C -3.73278 0.18320 -0.89198
C -4.22256 0.16629 0.43576
O -5.53736 -0.17435 0.54322
C -3.37177 0.37605 1.53316
C -2.02093 0.53658 1.27573
C -1.49330 0.53372 -0.03360
C 0.00653 0.61669 -0.22815
C 0.67834 1.84084 0.35497
C 2.04242 2.05186 0.08555
C 2.74713 3.05977 0.73609
C 2.10790 3.87494 1.69433
O 2.94842 4.70453 2.37861
C 4.30618 4.46705 1.84339
C 4.19416 3.42789 0.72074
C 0.72045 3.75086 1.91661
C 0.03231 2.77225 1.20537
C -2.36823 0.36046 -1.12280
H -6.87635 0.25199 -0.99879
H -6.38800 -1.46053 -0.85744
H -4.64900 -1.08186 -2.37318
H -5.11272 0.63012 -2.49685
H -3.78374 0.37621 2.54181
H -1.36092 0.77269 2.11487
H 0.25950 0.53571 -1.28786
H 2.55394 1.47902 -0.68728
H 4.69701 5.42667 1.48367
H 4.93217 4.10660 2.66881
H 4.82296 2.55289 0.91427
H 4.47845 3.86312 -0.24481
H 0.22883 4.40838 2.62628
H -1.05388 2.74764 1.29710
H -2.00962 0.44066 -2.15393